Entry 1:
The following is a quantum chemistry calculation of C45H52BrN10O6PS2Ti as an isolated structure, from the Open Molecules 2025 dataset.

The LUMO energy (alpha / beta) comes out at -0.56 / -0.56 eV. The value obtained for the frontier orbital gap (alpha / beta) is 3.992 / 6.829 eV. As for the spin multiplicity: 3.

Last column: Löwdin spin population.
Element x y z (Å)
C1 -16.161 -9.024 7.509  0.0002
C2 -23.606 -5.806 15.192  0.0000
H1 -21.386 -2.392 20.745  0.0000
H2 -23.598 -6.909 15.135  0.0000
H3 -17.784 -14.512 12.482  0.0027
H4 -12.133 -14.328 14.297  0.0000
C3 -22.202 -4.258 20.215  0.0000
O1 -20.173 -1.676 14.586  0.0000
C4 -13.775 -15.255 15.724  0.0001
C5 -17.938 -13.529 17.418  0.0080
C6 -12.773 -12.164 11.137  0.0001
C7 -13.829 -14.163 18.270  0.0005
C8 -21.764 -9.460 14.660  0.0003
C9 -13.192 -15.939 16.790  0.0005
C10 -19.175 -13.530 14.968  0.1187
C11 -14.275 -13.972 15.891  0.0015
H5 -19.834 -5.198 12.686  0.0000
N1 -18.367 -11.753 9.846  -0.0008
N2 -21.551 -5.948 13.791  0.0000
H6 -13.875 -13.740 19.266  0.0000
N3 -18.523 -12.400 15.364  0.1243
N4 -20.011 -2.765 13.953  0.0000
H7 -10.381 -13.926 12.668  0.0000
H8 -20.386 -10.355 12.668  0.0007
H9 -21.171 -11.515 15.179  0.0016
H10 -17.930 -8.700 14.535  0.0021
C12 -21.523 -3.279 17.342  0.0000
C13 -16.531 -8.531 9.799  0.0005
H11 -14.886 -12.319 11.700  -0.0002
C14 -13.209 -15.390 18.075  0.0002
C15 -22.372 -5.280 14.647  0.0000
H12 -20.454 -3.291 17.131  0.0000
C16 -14.055 -10.792 15.455  -0.0044
C17 -18.177 -11.553 11.149  0.0093
H13 -15.537 -9.232 5.485  0.0000
Ti1 -18.046 -11.048 13.793  1.1429
H14 -21.149 -3.595 22.022  0.0000
H15 -16.187 -8.227 10.759  0.0002
H16 -13.270 -8.937 16.207  0.0022
C18 -19.481 -8.826 15.803  0.0074
C19 -18.672 -14.667 17.028  0.1965
O2 -23.221 -5.131 18.043  0.0000
H17 -12.964 -11.530 10.274  0.0000
C20 -15.074 -11.419 14.745  0.0341
H18 -18.433 -15.155 9.978  0.0000
C21 -17.550 -8.938 7.301  0.0003
H19 -10.655 -12.637 10.698  0.0000
H20 -23.190 -3.749 20.312  0.0000
S1 -18.744 -8.992 11.115  0.0026
N5 -15.262 -9.167 6.468  0.0001
C22 -14.819 -8.697 14.654  -0.0045
H21 -20.496 -11.949 12.834  0.0005
H22 -14.505 -7.706 14.347  -0.0011
C23 -17.900 -8.627 9.617  0.0005
H23 -13.823 -15.729 14.701  0.0000
C24 -21.016 -8.995 15.885  0.0006
C25 -18.391 -14.132 10.383  0.0005
C26 -15.899 -9.288 13.971  0.0340
P1 -14.972 -13.193 14.392  0.0076
C27 -11.543 -12.664 11.407  0.0002
H24 -22.874 -9.557 14.898  0.0000
H25 -23.751 -5.471 16.246  0.0000
H26 -20.142 -3.672 20.653  0.0000
H27 -14.266 -9.254 6.652  0.0000
C28 -12.354 -13.745 13.440  0.0004
C29 -15.645 -8.889 8.815  0.0000
O3 -20.165 -9.238 10.897  0.0005
C30 -18.532 -13.042 9.507  0.0079
N6 -18.097 -12.506 12.074  0.0095
C31 -18.032 -13.830 11.694  0.0106
H28 -13.333 -11.395 15.975  -0.0011
C32 -19.192 -14.673 15.729  0.0100
C33 -16.149 -10.697 14.163  0.0021
N7 -18.853 -9.155 14.479  0.0143
H29 -21.716 -8.846 13.768  0.0001
C34 -21.392 -10.931 14.292  0.0033
N8 -20.261 -11.120 13.332  0.0043
H30 -21.229 -9.665 16.653  0.0001
O4 -19.092 -2.910 13.131  0.0000
C35 -22.273 -3.111 15.999  0.0000
C36 -13.985 -9.415 15.497  0.0358
H31 -12.926 -15.952 18.981  0.0000
H32 -19.246 -7.783 16.004  0.0004
H33 -18.939 -9.467 16.473  0.0014
H34 -17.946 -9.256 6.373  0.0000
H35 -14.839 -12.464 17.355  0.0013
C37 -18.406 -8.694 8.354  0.0004
C38 -13.847 -12.503 12.001  0.0004
O5 -18.380 -7.877 12.032  0.0005
C39 -14.361 -13.438 17.213  0.0020
C40 -20.632 -5.072 13.433  0.0000
O6 -20.756 -5.581 18.574  0.0000
Br1 -18.893 -16.278 17.990  0.0389
H36 -24.383 -5.434 14.546  0.0000
C41 -11.379 -13.479 12.510  0.0002
H37 -22.335 -11.490 13.946  0.0002
N9 -18.043 -10.303 11.733  0.0088
H38 -21.373 -7.970 16.179  0.0002
C42 -17.850 -12.454 16.542  0.1340
C43 -21.150 -3.415 20.944  0.0000
H39 -22.363 -5.270 20.607  0.0000
H40 -19.233 -8.586 13.694  0.0013
H41 -16.462 -8.640 13.244  0.0035
H42 -22.043 -2.089 15.627  0.0000
N10 -21.873 -4.059 14.959  0.0000
H43 -19.479 -8.578 8.079  0.0000
C44 -20.840 -3.868 14.082  0.0000
H44 -17.312 -11.581 16.895  0.0092
H45 -17.400 -13.368 18.372  -0.0018
H46 -21.652 -2.393 17.964  0.0000
H47 -14.531 -8.756 8.940  0.0000
S2 -21.886 -4.665 18.489  0.0000
H48 -12.722 -16.891 16.512  0.0000
H49 -23.358 -3.145 16.125  0.0000
H50 -19.682 -15.524 15.250  -0.0011
C45 -13.636 -13.212 13.204  0.0030
H51 -18.804 -13.134 8.458  0.0005
H52 -19.660 -13.647 13.994  0.0082

=====

Entry 2:
The following is a quantum chemistry calculation of C45H52GaN3OSSi as an isolated structure, from the Open Molecules 2025 dataset.

The LUMO energy comes out at -0.08 eV. The value obtained for the frontier orbital gap is 6.187 eV. As for the spin multiplicity: 1.

Last column: Mulliken charge in e.
Element x y z (Å)
C1 -0.461 4.560 0.377  0.4477
H1 -6.444 -3.795 3.480  0.3246
H2 1.475 3.609 0.675  0.0300
C2 0.335 -2.027 4.081  -1.3973
C3 3.608 1.448 -1.380  -1.2365
H3 -1.833 2.874 -4.566  0.3660
C4 1.641 -2.349 1.955  1.3800
H4 1.315 -1.156 -1.878  -1.2288
H5 1.270 5.139 1.534  0.5222
C5 1.477 -2.233 -1.888  2.2164
C6 -5.703 -2.280 0.746  -1.0256
H6 -6.458 -3.058 0.607  0.3670
H7 -2.741 0.176 -2.677  0.2572
C7 4.423 -0.519 -0.289  0.2193
H8 -0.967 4.433 2.470  0.5889
H9 2.140 -4.066 3.139  0.3489
C8 -3.492 -0.649 3.902  0.0727
H10 -6.226 -1.330 0.885  0.3305
H11 0.429 -0.232 -4.651  0.3657
C9 -1.699 0.777 3.270  -0.1528
C10 3.724 3.660 -2.953  -1.2931
C11 -1.449 4.886 -1.887  -1.2458
Ga1 -0.612 0.223 0.314  -2.4152
H12 -2.581 0.817 5.210  0.4270
H13 3.498 -0.824 3.289  0.3276
H14 0.615 -3.002 4.484  0.3681
C12 0.219 -2.889 -2.464  -1.3311
N1 -1.707 0.238 2.044  0.7203
C13 4.827 1.760 -1.947  1.0006
C14 -1.559 3.187 -3.565  -0.3982
O1 -4.490 2.058 -0.005  -0.2899
H15 -1.636 5.907 -1.574  0.3780
N2 1.112 -0.499 0.465  1.7543
H16 -2.993 -4.449 2.802  0.3051
C15 1.052 4.610 0.603  -1.3410
H17 2.872 -3.568 -2.899  0.3685
C16 1.944 0.373 -0.229  0.0598
C17 1.707 -2.696 -0.459  0.7072
H18 -4.194 -0.985 4.658  0.4297
C18 -5.750 -2.982 3.706  -1.2147
H19 -0.655 -2.684 -1.844  0.1049
H20 -0.606 -2.151 3.538  0.1227
H21 0.024 -2.519 -3.473  0.3603
C19 5.906 0.877 -1.653  -0.9032
H22 0.158 -1.357 4.926  0.4265
H23 1.204 1.254 -4.079  0.2896
C20 -0.965 2.272 -2.700  0.4895
H24 -5.190 -3.271 4.598  0.3216
H25 -2.223 3.788 1.410  0.2638
H26 3.122 -2.215 4.309  0.3268
C21 -1.145 3.866 1.553  -1.0010
N3 0.039 1.768 -0.534  1.8338
H27 2.587 -0.601 4.789  0.4603
Si1 -4.644 -2.700 2.225  0.4152
H28 2.494 -2.096 -3.791  0.4092
H29 -2.262 5.192 -3.847  0.3522
H30 -5.115 -2.211 -0.169  0.2825
C22 -0.734 0.852 -3.180  2.5628
H31 6.525 -0.875 -0.633  0.4115
H32 4.306 -1.405 0.324  0.5840
H33 -0.969 1.554 3.449  0.5968
C23 -0.606 2.689 -1.409  -0.1725
H34 2.252 -4.671 -1.079  0.3461
C24 -2.565 -0.755 1.729  -0.4070
C25 1.494 -1.855 0.652  -1.1095
H35 1.609 3.935 -2.538  0.5948
C26 -2.592 0.366 4.228  -1.4861
H36 -2.877 -4.013 1.095  0.2637
C27 -3.575 -4.196 1.913  -1.0026
H37 -0.146 1.337 -5.221  0.4197
H38 3.761 4.539 -3.585  0.4347
H39 0.338 -3.974 -2.521  0.4209
C28 -3.501 -1.252 2.651  0.4072
C29 2.088 -4.013 -0.233  -0.5567
C30 1.395 1.498 -0.773  -0.2922
C31 2.479 3.318 -2.350  0.8006
S1 -2.353 -1.298 0.083  -0.4257
H40 6.888 1.069 -2.067  0.4170
H41 5.791 3.222 -3.243  0.4159
H42 1.104 -0.491 2.807  -0.3537
H43 -4.184 -5.064 1.650  0.3910
H44 -0.736 2.867 1.685  -0.2833
H45 -6.349 -2.100 3.944  0.3515
H46 2.540 -5.537 1.208  0.4000
H47 -0.817 5.594 0.376  0.6741
C32 -1.802 4.488 -3.166  -1.4869
C33 2.245 -4.507 1.052  -1.5963
H48 -0.276 0.288 -2.366  -1.7180
C34 2.681 -2.498 -2.793  -1.7103
H49 3.582 -2.026 -2.401  0.2604
H50 -2.556 0.678 -4.360  0.3408
C35 -2.059 0.171 -3.530  -1.6459
C36 2.737 -1.264 3.934  -1.6788
C37 3.374 0.313 -0.561  0.8272
C38 2.016 -3.678 2.134  -0.3985
C39 5.696 -0.213 -0.849  -1.0135
H51 -1.890 -0.867 -3.823  0.3775
C40 -0.845 4.009 -0.990  0.5952
C41 1.428 -1.467 3.169  1.3347
C42 4.865 2.925 -2.767  -0.9483
C43 2.421 2.210 -1.549  0.3547
H52 1.559 5.133 -0.209  0.3683
C44 -3.406 1.803 -0.174  0.2397
C45 0.247 0.803 -4.352  -1.5733

=====

Quick rundown of largest force on an atom, same order as above: 3.0; 0.2 eV/Å
Quick rundown of ΔE to the lowest compared entry with this formula, charge and spin, same order as above: 0.0; 0.0 kcal per mole